w | Molecular formula: C6H6N2
Method: DFT, the ωB97M-V functional and the def2-TZVPD basis

Structure (ORCA input):
```
! wB97M-V def2-TZVPD RIJCOSX def2/J DEFGRID3
* xyz 0 1
C 0.901 0.732 -1.290
C -3.155 -1.817 -0.024
C -0.161 0.739 -2.030
C -2.194 -1.076 0.091
C 0.914 0.374 0.137
C 1.995 0.529 1.235
N -0.169 -0.095 0.588
N -1.290 -0.134 0.000
H 1.860 0.991 -1.710
H -3.932 -2.505 0.202
H -1.120 0.377 -1.758
H 1.445 1.415 1.669
H 1.981 -0.365 1.946
H 2.927 0.835 0.946
*
```

***

x | Molecular formula: C6H6N2
Method: DFT, the ωB97M-V functional and the def2-TZVPD basis

Values from the calculation:
Structure (SMILES): Nc1c#cccc1N

Structure (ORCA input):
```
! wB97M-V def2-TZVPD RIJCOSX def2/J DEFGRID3
* xyz 0 1
N -1.576 -1.491 -0.170
C -1.019 -0.223 -0.143
C -1.709 0.968 -0.010
C -0.894 1.842 -0.463
C 0.393 2.228 -0.210
C 1.109 1.078 0.124
C 0.468 -0.164 0.233
N 1.165 -1.353 0.320
H -2.591 -1.519 -0.097
H -1.178 -2.123 0.515
H 0.837 3.212 -0.280
H 2.189 1.101 0.102
H 2.117 -1.333 -0.029
H 0.691 -2.223 0.110
*
```

***

Most favorable first, least favorable last: x, w

***

w | Molecular formula: C6H6N2
Method: DFT, the ωB97M-V functional and the def2-TZVPD basis

Values from the calculation:
Structure (SMILES): C/C(=C\C#N)[C@@H]1C=N1

Structure (ORCA input):
```
! wB97M-V def2-TZVPD RIJCOSX def2/J DEFGRID3
* xyz 0 1
C -0.894 0.057 1.473
C -0.054 -0.063 0.220
C 0.616 -1.164 -0.256
C 0.471 -2.448 0.398
N 0.539 -3.543 0.835
C -0.062 1.263 -0.553
C 0.622 1.420 -1.860
N 1.361 1.859 -0.953
H -0.714 0.785 2.154
H -0.919 -0.789 2.009
H -1.815 0.446 0.992
H 1.167 -1.226 -1.220
H -0.854 2.047 -0.278
H 0.536 1.358 -2.961
*
```

***

x | Molecular formula: C6H6N2
Method: DFT, the ωB97M-V functional and the def2-TZVPD basis

Values from the calculation:
Structure (SMILES): C=CC(C)(C#N)C#N

Structure (ORCA input):
```
! wB97M-V def2-TZVPD RIJCOSX def2/J DEFGRID3
* xyz 0 1
C 0.696 1.618 -1.196
C -0.331 0.886 -0.740
C -0.363 -0.146 0.385
C 0.694 -1.332 0.276
C -0.215 0.599 1.668
N -0.224 1.300 2.549
C -1.763 -1.016 0.421
N -2.664 -1.735 0.376
H 0.632 2.263 -2.046
H 1.654 1.677 -0.682
H -1.094 0.797 -1.544
H 0.600 -2.120 0.968
H 0.674 -1.836 -0.711
H 1.703 -0.955 0.275
*
```

***

Most favorable first, least favorable last: x, w

***

w | Molecular formula: C4H12O3
Method: DFT, the ωB97M-V functional and the def2-TZVPD basis

Structure (ORCA input):
```
! wB97M-V def2-TZVPD RIJCOSX def2/J DEFGRID3
* xyz 1 2
C 0.250 1.993 -0.354
O 1.191 2.528 -1.275
C 0.999 1.050 0.552
C 0.459 -0.356 0.552
C -0.914 -0.499 1.439
O 0.001 -0.846 -0.649
H -0.298 2.824 0.087
H -0.495 1.440 -0.962
H 0.711 3.006 -1.962
H 2.051 1.036 0.245
H 0.929 1.304 1.610
H 1.102 -1.134 0.988
H -1.726 0.143 1.108
H -1.167 -1.553 1.349
H -0.700 -0.254 2.479
H 0.354 -0.455 -1.472
H -1.675 -3.619 -1.373
H -0.355 -2.950 -0.910
O -0.717 -3.658 -1.453
*
```

***

x | Molecular formula: C4H12O3
Method: DFT, the ωB97M-V functional and the def2-TZVPD basis

Structure (ORCA input):
```
! wB97M-V def2-TZVPD RIJCOSX def2/J DEFGRID3
* xyz 1 2
C 2.816 0.508 0.672
C 2.319 -0.142 -0.446
C 0.965 -0.802 -0.297
C 0.403 -1.846 -1.036
H 2.402 0.347 1.655
H 3.744 1.058 0.629
H 2.856 -0.292 -1.380
H 0.230 -0.244 0.314
H -0.397 -2.484 -0.653
H 1.028 -2.272 -1.772
H -1.693 0.036 1.352
H -0.918 -0.284 2.768
O -0.985 0.333 2.017
H -2.424 -1.269 -0.580
H -2.489 0.189 -0.884
O -2.808 -0.458 -0.250
H -0.507 1.597 -0.319
H -0.883 2.797 -1.125
O -1.204 1.939 -0.938
*
```

***

Most favorable first, least favorable last: x, w

***

w | Molecular formula: C4H10NO
Method: DFT, the ωB97M-V functional and the def2-TZVPD basis

Structure (ORCA input):
```
! wB97M-V def2-TZVPD RIJCOSX def2/J DEFGRID3
* xyz 0 2
C 0.165 -1.404 -0.382
C 0.623 0.025 -0.052
C 1.194 0.696 -1.278
N -0.458 0.901 0.448
C -1.278 0.367 1.512
O -2.384 -0.323 1.169
H -0.553 -1.346 -1.199
H 1.035 -2.029 -0.570
H -0.367 -1.814 0.477
H 1.379 0.081 0.736
H 0.486 0.738 -2.094
H 1.507 1.719 -1.072
H 2.086 0.183 -1.654
H -1.073 1.169 -0.314
H -0.665 -0.199 2.216
H -1.697 1.236 2.056
*
```

***

x | Molecular formula: C4H10NO
Method: DFT, the ωB97M-V functional and the def2-TZVPD basis

Structure (ORCA input):
```
! wB97M-V def2-TZVPD RIJCOSX def2/J DEFGRID3
* xyz 0 2
C 0.055 0.759 -1.236
C 1.185 0.035 -0.530
C 1.147 -0.173 1.004
C -0.233 -0.426 1.712
O -1.073 -1.234 0.881
N -1.302 0.139 -1.508
H -0.313 1.546 -0.512
H 0.298 1.132 -2.300
H -0.848 -0.947 -0.065
H 2.028 -0.411 -1.027
H 1.717 -1.110 1.155
H 1.549 0.555 1.803
H 0.036 -0.986 2.637
H -2.070 0.898 -1.575
H -0.780 0.498 1.948
H -1.395 -0.276 -2.386
*
```

***

Most favorable first, least favorable last: w, x

***

w | Molecular formula: C2HBrF2
Method: DFT, the ωB97M-V functional and the def2-TZVPD basis

Values from the calculation:
Structure (SMILES): FC#CF.Br

Structure (ORCA input):
```
! wB97M-V def2-TZVPD RIJCOSX def2/J DEFGRID3
* xyz 0 1
F 0.261 -0.989 -2.093
C 0.002 -1.272 -0.880
C -0.233 -1.430 0.297
F -0.423 -1.431 1.543
Br 0.876 2.568 0.398
H -0.484 2.553 0.735
*
```

***

x | Molecular formula: C2HBrF2
Method: DFT, the ωB97M-V functional and the def2-TZVPD basis

Values from the calculation:
Structure (SMILES): FC#CBr.F

Structure (ORCA input):
```
! wB97M-V def2-TZVPD RIJCOSX def2/J DEFGRID3
* xyz 0 1
F -0.847 -2.276 -0.003
C -1.086 -1.014 -0.226
C -1.082 0.170 -0.202
Br -1.362 1.954 0.053
F 2.057 0.179 0.406
H 2.320 0.988 -0.028
*
```

***

Most favorable first, least favorable last: x, w

***

w | Molecular formula: C6H13NO4
Method: DFT, the ωB97M-V functional and the def2-TZVPD basis

Values from the calculation:
Structure (SMILES): OC[C@H]1NC[C@H](O)[C@@H](O)[C@@H]1O

Structure (ORCA input):
```
! wB97M-V def2-TZVPD RIJCOSX def2/J DEFGRID3
* xyz 0 1
O -2.649 -0.476 0.188
C -1.920 0.702 -0.145
C -0.644 0.262 -0.926
N 0.311 1.373 -0.943
C 1.089 1.497 0.256
C 1.664 0.179 0.874
O 2.767 -0.217 0.040
C 0.588 -0.923 0.979
O -0.409 -0.467 1.891
C -0.076 -1.106 -0.369
O 0.835 -1.650 -1.272
H -3.580 -0.274 0.389
H -1.672 1.247 0.778
H -2.520 1.326 -0.778
H -0.945 0.054 -1.943
H 0.966 1.226 -1.747
H 0.499 2.043 0.970
H 1.969 2.095 -0.062
H 2.068 0.351 1.897
H 2.431 -0.785 -0.680
H 1.052 -1.840 1.366
H -1.271 -0.775 1.580
H -0.933 -1.819 -0.273
H 0.383 -2.023 -2.070
*
```

***

x | Molecular formula: C6H13NO4
Method: DFT, the ωB97M-V functional and the def2-TZVPD basis

Structure (ORCA input):
```
! wB97M-V def2-TZVPD RIJCOSX def2/J DEFGRID3
* xyz 0 1
C 1.353 -1.353 2.217
C 0.558 -0.600 0.173
C 0.983 0.852 -0.488
C -0.503 1.426 -0.106
C -1.574 0.440 -0.613
C -0.974 -0.933 -0.568
H 1.135 -0.482 3.330
H 0.855 -2.656 2.436
H 2.529 -1.154 1.489
H 1.302 -1.288 -0.072
H 1.762 1.176 0.305
H 2.567 0.272 -1.754
H 1.489 1.664 -2.195
H -0.856 2.256 -0.946
H 0.020 0.952 1.727
H -2.511 0.593 0.112
H -2.558 1.663 -2.057
H -0.900 -1.195 -1.775
H -2.497 -2.166 -0.105
N 1.503 0.635 -2.029
O 0.310 -0.400 1.611
O -0.420 1.677 1.204
O -2.189 0.762 -1.917
O -1.384 -2.140 0.020
*
```

***

Most favorable first, least favorable last: w, x